The following is a quantum chemistry calculation of 2 unconnected molecules or ions with the total composition C4H12NO2 in a non-equilibrium geometry, from the OMol25 dataset.

Bonds (Å) are listed after each position.
Positions of all 19 atoms, in Å:
1 C 0.527 -0.116 2.331  O2 1.360, C3 1.600, H7 1.129, H8 1.099
2 O 1.054 1.034 2.830  C1 1.360
3 C 0.423 -0.048 0.736  C1 1.600, C4 1.470, N6 1.546, H9 1.136
4 C -0.363 -1.214 0.305  C3 1.470, C5 1.591, H10 1.140, H11 1.121
5 C -0.501 -1.544 -1.246  C4 1.591, H12 1.107, H13 1.099, H14 1.105
6 N -0.177 1.325 0.352  C3 1.546, H15 0.990, H16 1.044
7 H 1.116 -1.072 2.452  C1 1.129
8 H -0.427 -0.354 2.819  C1 1.099
9 H 1.479 -0.055 0.318  C3 1.136
10 H 0.014 -2.219 0.688  C4 1.140
11 H -1.426 -1.160 0.656  C4 1.121
12 H 0.457 -1.546 -1.802  C5 1.107
13 H -1.033 -1.010 -2.047  C5 1.099
14 H -0.976 -2.537 -1.332  C5 1.105
15 H -1.140 1.241 0.567  N6 0.990
16 H 0.256 1.920 1.092  N6 1.044
17 H -0.354 1.966 -2.679  O19 1.031
18 H 0.804 2.944 -2.690  O19 0.987
19 O 0.268 2.443 -3.350  H17 1.031, H18 0.987

Summary:
Calculated total energy: -364.80299 hartree
HOMO: -2.672 eV
Charge: -1
ΔE to the lowest compared entry with this formula, charge and spin: 1.429 eV
HOMO-LUMO gap: 6.42 eV

The following is a quantum chemistry calculation of 2 unconnected molecules or ions with the total composition C4H12NO2 in a non-equilibrium geometry, from the OMol25 dataset.

Bonds (Å) are listed after each position.
Positions of all 19 atoms, in Å:
1 C 0.873 -1.802 -1.346  N2 1.469, H7 1.098, H8 1.097, H9 1.096
2 N 1.087 -0.625 -0.495  C1 1.469, C4 1.441, H10 1.018
3 C 0.899 0.093 1.901  C4 1.546, H11 1.095, H12 1.095, H13 1.087
4 C 0.295 -0.681 0.707  N2 1.441, C3 1.546, C5 1.597, H14 1.088
5 C -1.228 -0.211 0.600  C4 1.597, O6 1.337, H15 1.110, H16 1.099
6 O -1.455 1.106 0.664  C5 1.337
7 H -0.005 -1.729 -2.002  C1 1.098
8 H 1.038 -2.630 -0.646  C1 1.097
9 H 1.762 -1.978 -1.964  C1 1.096
10 H 0.813 0.196 -1.032  N2 1.018
11 H 0.555 -0.361 2.836  C3 1.095
12 H 1.979 -0.091 1.900  C3 1.095
13 H 0.658 1.150 1.826  C3 1.087
14 H 0.225 -1.696 1.092  C4 1.088
15 H -1.538 -0.617 -0.386  C5 1.110
16 H -1.709 -0.749 1.429  C5 1.099
17 H -0.837 1.585 -0.783  O19 0.996
18 H -0.234 2.778 -1.631  O19 0.951
19 O -0.494 1.864 -1.675  H17 0.996, H18 0.951

Summary:
Calculated total energy: -364.73495 hartree
2S+1: 2
<S²>: 0.76
HOMO (alpha / beta): -9.279 / -9.337 eV
ΔE to the lowest compared entry with this formula, charge and spin: 0.677 eV
HOMO-LUMO gap (alpha / beta): 10.22 / 7.13 eV

The following is a quantum chemistry calculation of 2 unconnected molecules or ions with the total composition C4H12NO2 in a non-equilibrium geometry, from the OMol25 dataset.

Bonds (Å) are listed after each position.
Positions of all 19 atoms, in Å:
1 O -1.070 2.286 -0.816  C2 1.206
2 C -1.820 1.647 -0.121  O1 1.206, C3 1.493, H7 1.148
3 C -1.337 0.325 0.380  C2 1.493, N4 1.556, H8 1.113, H9 1.119
4 N 0.081 0.097 -0.220  C3 1.556, C5 1.565, H10 0.976, H11 1.032
5 C 0.071 -1.205 -1.090  N4 1.565, C6 1.556, H12 1.066, H13 1.080
6 C 0.513 -2.369 -0.156  C5 1.556, H14 1.083, H15 1.092, H16 1.122
7 H -2.819 1.885 0.391  C2 1.148
8 H -1.184 0.157 1.470  C3 1.113
9 H -1.862 -0.586 -0.004  C3 1.119
10 H 0.870 0.082 0.353  N4 0.976
11 H 0.204 0.956 -0.778  N4 1.032
12 H 0.719 -1.117 -1.931  C5 1.066
13 H -0.941 -1.434 -1.388  C5 1.080
14 H 1.584 -2.479 -0.275  C6 1.083
15 H 0.016 -3.320 -0.357  C6 1.092
16 H 0.424 -2.019 0.906  C6 1.122
17 H 2.691 -0.264 2.468  O19 0.977
18 H 3.129 0.524 1.134  O19 0.995
19 O 2.574 -0.217 1.500  H17 0.977, H18 0.995

Summary:
Calculated total energy: -364.55938 hartree
HOMO: -15.268 eV
Charge: +1
ΔE to the lowest compared entry with this formula, charge and spin: 2.064 eV
HOMO-LUMO gap: 11.64 eV

The following is a quantum chemistry calculation of 3 unconnected molecules or ions with the total composition C4H12NO2 in a non-equilibrium geometry, from the OMol25 dataset.

Bonds (Å) are listed after each position.
Positions of all 19 atoms, in Å:
1 C -0.938 -1.635 1.149  C2 1.527, H6 1.106, H7 1.105, H8 1.055
2 C -0.061 -1.186 -0.018  C1 1.527, C3 1.353, N5 1.472
3 C 0.348 -2.041 -0.983  C2 1.353, H9 1.116, H10 1.095
4 C 0.277 0.956 1.006  N5 1.292, H11 1.131, H12 1.043
5 N 0.411 0.208 -0.039  C2 1.472, C4 1.292, H13 1.074
6 H -0.467 -1.211 2.055  C1 1.106
7 H -0.766 -2.722 1.252  C1 1.105
8 H -1.973 -1.442 1.210  C1 1.055
9 H 1.222 -1.693 -1.583  C3 1.116
10 H 0.032 -3.088 -1.011  C3 1.095
11 H 1.030 1.732 1.337  C4 1.131
12 H -0.510 0.788 1.668  C4 1.043
13 H 1.061 0.590 -0.803  N5 1.074
14 H -3.391 2.120 0.045  O16 1.001
15 H -2.491 3.245 -0.216  O16 0.991
16 O -2.407 2.272 -0.046  H14 1.001, H15 0.991
17 H 3.104 1.453 -1.181  O19 0.901
18 H 3.013 0.799 -2.352  O19 1.004
19 O 2.503 0.857 -1.490  H17 0.901, H18 1.004

Summary:
Calculated total energy: -364.52335 hartree
HOMO: -13.807 eV
Charge: +1
ΔE to the lowest compared entry with this formula, charge and spin: 3.044 eV
HOMO-LUMO gap: 9.09 eV